[1]
A structure of composition C7H12N2O3 in a non-equilibrium geometry, computed with the ωB97M-V functional and the def2-TZVPD basis.

Computed properties:
Multiplicity   1
Largest force on an atom   3.91 eV Å⁻¹
Net charge   0
Gap between HOMO and LUMO   0.3502 hartree
Energy above the lowest of the compared OMol25 structures with the same formula, charge and spin   82.2 kcal/mol
Lowest unoccupied orbital energy   0.0114 Eh
Total energy   -609.057154 Eh
E_HOMO   -9.22 eV

XYZ file:
```
24
C7H12N2O3 the ωB97M-V functional and the def2-TZVPD basis
C -0.0135 -0.0546 -2.4448
C -1.3947 -1.6914 -2.5693
C 1.7835 -0.7683 0.8232
C 0.9593 0.0840 1.7884
C -0.4511 0.3875 1.3172
C -1.2154 1.1638 2.3938
C -0.5867 1.6879 0.5285
H -2.2851 -2.2958 -2.6055
H 1.2842 -1.2549 -3.5344
H 1.3208 -1.7496 0.6251
H 2.8227 -0.9252 1.1727
H 1.8509 -0.2510 -0.1424
H 0.9119 -0.3720 2.7911
H 1.4822 1.0358 1.9529
H -0.9603 -0.4975 0.9018
H -0.6859 1.2945 3.3427
H -2.2441 0.8337 2.5582
H 0.3827 2.1193 0.2248
H -1.2230 1.6192 -0.3443
N -1.3775 -0.4099 -2.3128
N 0.6774 -1.1551 -2.7457
O 0.3724 1.0909 -2.5241
O -0.2000 -2.2573 -2.8205
O -1.2108 2.3658 1.6236
```

Atomic partial charges in e from the natural (NBO) method, atoms 1 to 2: atom 1 (C): 0.69, atom 2 (C): 0.39

---

[2]
A cluster of 2 separate species, Cl2H3N2OP in total in a non-equilibrium geometry, computed with the ωB97M-V functional and the def2-TZVPD basis.

Computed properties:
Multiplicity   1
Largest force on an atom   3.50 eV Å⁻¹
Net charge   0
Gap between HOMO and LUMO   0.3449 hartree
Energy above the lowest of the compared OMol25 structures with the same formula, charge and spin   40.1 kcal/mol
Lowest unoccupied orbital energy   0.0079 Eh
Total energy   -1448.285536 Eh
E_HOMO   -9.17 eV
Structure (SMILES)   [H]/N=N/[H].OP(Cl)Cl

XYZ file:
```
9
Cl2H3N2OP the ωB97M-V functional and the def2-TZVPD basis
H 1.0061 -1.0807 0.8819
N 0.5691 -1.4091 -0.0706
N -0.0957 -2.3985 0.0378
H -0.6316 -2.5414 -0.8134
O -0.6568 0.5568 0.7434
P 0.0381 0.8977 -0.7318
Cl -1.1500 2.6585 -1.1015
Cl 1.6881 1.9336 -0.0988
H -0.7673 1.3832 1.1530
```

Atomic partial charges in e from the natural (NBO) method, atoms 1 to 2: atom 1 (H): 0.33, atom 2 (N): -0.32

---

[3]
The molecule C5H9N in a non-equilibrium geometry, computed with the ωB97M-V functional and the def2-TZVPD basis.

Computed properties:
Multiplicity   1
Largest force on an atom   3.62 eV Å⁻¹
Net charge   0
Gap between HOMO and LUMO   0.3033 hartree
Energy above the lowest of the compared OMol25 structures with the same formula, charge and spin   76.9 kcal/mol
Lowest unoccupied orbital energy   0.0346 Eh
Total energy   -250.544335 Eh
E_HOMO   -7.31 eV
Structure (SMILES)   C=C/C=C/NC

XYZ file:
```
15
C5H9N the ωB97M-V functional and the def2-TZVPD basis
C 0.5477 -2.7209 -1.1460
C -0.2990 -1.6569 -0.9806
C -0.0246 -0.3254 -0.4409
C -0.7728 0.4021 0.4686
N -0.4900 1.6370 0.9930
C 0.8254 2.2494 0.8063
H 0.2019 -3.7515 -0.8582
H 1.5407 -2.8362 -1.6492
H -1.3330 -1.8775 -1.1809
H 0.7397 0.3817 -0.5762
H -1.6615 -0.0796 0.9953
H -1.0409 1.7089 1.9015
H 0.8161 2.5128 -0.2746
H 1.7258 1.6516 1.1226
H 0.7805 3.1414 1.3245
```

Atomic partial charges in e from the natural (NBO) method, atoms 1 to 2: atom 1 (C): -0.42, atom 2 (C): -0.19

---

[4]
A cluster of 2 separate species, C4H8O2 in total, computed with the ωB97M-V functional and the def2-TZVPD basis.

Computed properties:
Multiplicity   1
Largest force on an atom   0.49 eV Å⁻¹
Net charge   0
Gap between HOMO and LUMO   0.3575 hartree
Energy above the lowest of the compared OMol25 structures with the same formula, charge and spin   53.4 kcal/mol
Lowest unoccupied orbital energy   0.0256 Eh
Total energy   -307.627270 Eh
E_HOMO   -9.03 eV
Structure (SMILES)   C/C=C\O.C=O

XYZ file:
```
14
C4H8O2 the ωB97M-V functional and the def2-TZVPD basis
C -0.6393 -0.1683 1.5654
C -1.0630 -0.0939 0.1250
C -0.5777 -0.8239 -0.8799
O 0.4338 -1.7369 -0.8440
H 0.4120 -0.4608 1.6918
H -0.7590 0.8008 2.0589
H -1.2466 -0.8964 2.1169
H -1.8245 0.6359 -0.1352
H -0.9456 -0.7184 -1.8957
H 0.9066 -1.6855 -0.0051
C 1.3206 1.2848 -0.9505
O 0.8995 2.3836 -0.7001
H 1.7194 0.6046 -0.1683
H 1.3639 0.8745 -1.9792
```

Atomic partial charges in e from the natural (NBO) method, atoms 1 to 2: atom 1 (C): -0.66, atom 2 (C): -0.29

---

[5]
The molecule C4H6N2 in a non-equilibrium geometry, computed with the ωB97M-V functional and the def2-TZVPD basis.

Computed properties:
Multiplicity   1
Largest force on an atom   1.13 eV Å⁻¹
Net charge   0
Gap between HOMO and LUMO   0.4044 hartree
Energy above the lowest of the compared OMol25 structures with the same formula, charge and spin   35.8 kcal/mol
Lowest unoccupied orbital energy   0.0345 Eh
Total energy   -265.478492 Eh
E_HOMO   -10.07 eV
Structure (SMILES)   C[C@H]1N[C@H]1C#N

XYZ file:
```
12
C4H6N2 the ωB97M-V functional and the def2-TZVPD basis
C -1.2566 0.8076 -0.0597
C -0.5182 -0.4266 0.3993
N 0.0886 -1.3787 -0.5192
C 0.9615 -0.6305 0.3935
C 1.8926 0.3483 -0.1300
N 2.6967 1.0778 -0.5326
H -0.7829 1.3150 -0.9064
H -2.2693 0.5143 -0.3597
H -1.3568 1.5267 0.7603
H -1.0137 -0.9273 1.2293
H 0.1588 -0.9901 -1.4583
H 1.3995 -1.2364 1.1835
```

Atomic partial charges in e from the natural (NBO) method, atoms 1 to 2: atom 1 (C): -0.63, atom 2 (C): -0.04

---

[6]
A cluster of 2 separate species, C8H11ClN5 in total in a non-equilibrium geometry, computed with the ωB97M-V functional and the def2-TZVPD basis.

Computed properties:
Multiplicity   1
Largest force on an atom   4.45 eV Å⁻¹
Net charge   +1
Gap between HOMO and LUMO   0.3741 hartree
Energy above the lowest of the compared OMol25 structures with the same formula, charge and spin   37.3 kcal/mol
Lowest unoccupied orbital energy   -0.0980 Eh
Total energy   -1045.160601 Eh
E_HOMO   -12.85 eV

XYZ file:
```
25
C8H11ClN5 the ωB97M-V functional and the def2-TZVPD basis
C -1.2274 2.9407 -2.1430
C -0.3064 3.4369 -1.2324
C -0.9758 1.7277 -2.7040
C 0.7087 2.6731 -0.6991
C 0.1203 0.9508 -2.2448
C 0.9106 1.4381 -1.2794
C 0.1755 -2.7535 2.4620
C -0.6236 -1.4155 1.0012
N -0.9395 -2.1462 2.1277
N 1.2055 -2.4200 1.6299
N 0.3873 -3.6181 3.4143
N -1.3276 -0.5324 0.2793
N 0.7177 -1.5310 0.6791
Cl 2.3593 0.5347 -0.8303
H -2.1277 3.5331 -2.5663
H -0.4865 4.3943 -0.8893
H -1.7125 1.5704 -3.4264
H 1.4751 2.8353 -0.0114
H 2.1623 -2.5524 1.4896
H 1.3362 -3.6524 3.6837
H -0.3867 -3.4846 4.0420
H -1.0394 -0.3152 -0.6665
H -2.2876 -0.7089 0.3492
H 0.4855 -0.0276 -2.7825
H 1.3968 -0.8772 0.3175
```

Atomic partial charges in e from the natural (NBO) method, atoms 1 to 2: atom 1 (C): -0.19, atom 2 (C): -0.16

---

[7]
A cluster of 2 separate species, C4H8O2 in total, computed with the ωB97M-V functional and the def2-TZVPD basis.

Computed properties:
Multiplicity   1
Largest force on an atom   0.97 eV Å⁻¹
Net charge   0
Gap between HOMO and LUMO   0.3697 hartree
Energy above the lowest of the compared OMol25 structures with the same formula, charge and spin   57.0 kcal/mol
Lowest unoccupied orbital energy   0.0278 Eh
Total energy   -307.621575 Eh
E_HOMO   -9.30 eV
Structure (SMILES)   C=CC(=C)O.O

XYZ file:
```
14
C4H8O2 the ωB97M-V functional and the def2-TZVPD basis
C -0.2547 -0.0967 1.2044
C 0.0246 -0.8690 0.1676
C 0.9202 -0.4440 -0.9329
C 1.9114 -1.1562 -1.4471
O 0.6516 0.8264 -1.4364
H 0.1800 0.8688 1.4320
H -0.8478 -0.5681 1.9766
H -0.4603 -1.8349 0.0698
H 2.4643 -0.7645 -2.2906
H 2.3843 -2.0351 -1.0193
H 0.0017 0.7995 -2.1446
O -2.2682 2.1504 1.3617
H -2.2488 1.7481 2.2465
H -2.4583 1.3752 0.8123
```

Atomic partial charges in e from the natural (NBO) method, atoms 1 to 2: atom 1 (C): -0.36, atom 2 (C): -0.26